The following is a DFT calculation (ωB97M-V/def2-TZVPD) of 2 unconnected molecules or ions with the total composition C5H7FO2 in a non-equilibrium geometry.

```
15
Properties=species:S:1:pos:R:3:forces:R:3
C -2.7106 -0.4698 0.1288 0.7645 -1.0792 2.5647
C -1.6712 -0.0622 -0.5637 0.5337 1.6446 -0.3571
C 1.6032 -0.2129 0.8829 1.6227 1.5070 3.3465
C 1.8342 0.0342 -0.6212 3.5188 -0.7479 -1.4507
C -0.2590 -0.0413 -0.1856 -1.6177 1.7338 -0.0535
O 0.1992 -0.3996 0.9893 -0.6409 0.0403 -1.2905
O 0.5606 -0.1423 -1.2248 -0.1200 -0.4423 1.4985
F -0.1711 1.9324 0.0573 0.0299 -2.0651 -0.2965
H -3.6926 -0.3667 -0.2490 -0.8173 0.2235 -0.2867
H -2.6146 -0.9008 1.1949 -0.0283 0.4622 -2.0080
H -1.7238 0.6390 -1.4081 -0.5465 -0.8951 -0.1084
H 2.0306 -1.1320 1.4706 -0.2061 1.7391 -1.7157
H 1.8368 0.7939 1.5202 -0.3527 -2.4819 -1.5893
H 2.1500 1.0803 -0.9390 -0.1963 -1.3438 1.0265
H 2.6283 -0.7521 -1.0528 -1.9437 1.7048 0.7202
```
Positions in Å, forces in eV/Å.

ΔE to the lowest compared entry with this formula, charge and spin, eV: 2.137
Gap between HOMO and LUMO, eV: 10.53
Energy, eV: -12107.841
Molecular weight, g mol⁻¹: 118.1


The following is a DFT calculation (ωB97M-V/def2-TZVPD) of C5H7FO2 in the gas phase in a non-equilibrium geometry.

```
15
Properties=species:S:1:pos:R:3:forces:R:3
C 1.9183 -0.6714 0.5985 0.0292 1.2954 0.2898
C 0.4841 -0.2106 0.2797 2.1574 0.7012 -0.1898
C 0.5267 1.0576 -0.6352 0.6444 0.8115 -0.3531
O 0.9495 2.1507 -0.3172 -0.3677 -1.3430 0.3841
O -0.3150 -1.2050 -0.2881 -0.4318 0.1260 -0.2423
C -1.5509 -0.6935 -0.5300 -0.4349 -1.4833 -1.2719
C -2.1879 0.3385 -0.0134 -1.5921 0.8257 0.3901
F -1.7607 0.9517 1.1227 -0.3855 0.4085 -0.3496
H 2.4343 -0.9192 -0.3005 0.4537 -0.3297 -0.7908
H 1.9978 -1.5281 1.2812 -0.3296 0.4284 -0.0704
H 2.4452 0.2456 1.0122 -0.5980 -1.2235 -0.2299
H 0.0610 0.0611 1.1935 -0.5444 0.7043 1.4468
H 0.2097 0.9554 -1.7013 -0.0601 -0.5636 0.3664
H -2.0451 -1.2934 -1.2940 -0.0448 0.4924 -0.0185
H -3.1672 0.7606 -0.4080 1.5043 -0.8503 0.6391
```
Positions in Å, forces in eV/Å.

ΔE to the lowest compared entry with this formula, charge and spin, eV: 1.291
Gap between HOMO and LUMO, eV: 10.19
Energy, eV: -12108.687
Molecular weight, g mol⁻¹: 118.1


The following is a DFT calculation (ωB97M-V/def2-TZVPD) of C5H7FOS in the gas phase in a non-equilibrium geometry.

```
15
Properties=species:S:1:pos:R:3:forces:R:3
C 0.3678 1.9146 0.2281 0.3842 1.0040 0.8873
O -0.3813 1.1525 -0.6662 -0.7476 -1.6958 -0.3107
C -0.7632 -0.1001 -0.1809 -0.5279 -0.2206 -0.1657
C -2.0370 -0.5169 -0.3391 1.9972 2.3195 -0.2703
F -2.4377 -1.6924 0.0370 -0.4258 -2.2151 0.6839
C 0.2966 -1.0089 0.4296 -0.1438 -0.0249 -0.0323
C 1.4613 -1.2052 -0.5063 0.5751 0.3094 -0.0116
S 3.0054 -0.8208 -0.1427 -1.0783 -0.4082 -0.3839
H -0.1415 1.9856 1.2021 0.1420 -0.0387 -0.1330
H 1.4000 1.5583 0.3903 -0.3946 -0.0437 -0.1796
H 0.3993 2.9229 -0.1971 0.1315 -0.1927 0.0842
H -2.8335 0.0487 -0.7602 -0.2673 0.6669 -0.3445
H -0.1842 -1.9864 0.6100 0.1783 0.2963 -0.0959
H 0.6706 -0.6523 1.3957 -0.1205 0.0950 -0.1713
H 1.1776 -1.5994 -1.5002 0.2976 0.1486 0.4434
```
Positions in Å, forces in eV/Å.

ΔE to the lowest compared entry with this formula, charge and spin, eV: 1.568
Gap between HOMO and LUMO, eV: 8.56
Energy, eV: -20896.510
Molecular weight, g mol⁻¹: 134.2


The following is a DFT calculation (ωB97M-V/def2-TZVPD) of C5H7FS in the gas phase in a non-equilibrium geometry.

```
14
Properties=species:S:1:pos:R:3:forces:R:3
F 0.2248 -1.9272 -0.7279 0.5605 -1.5394 -0.4833
C 0.3094 -1.1986 0.4083 0.0735 2.0824 1.0091
C 1.1251 0.1737 0.1285 -0.3722 -0.2785 1.8387
C 0.0458 1.2185 -0.4556 2.3233 2.3984 0.5476
C -1.0495 0.2778 -0.7652 -1.2050 -2.9188 -0.0080
S -2.6716 -0.4134 -0.0645 0.6655 1.0186 -0.1265
C -1.0369 -0.3903 0.5995 0.8859 -2.5129 -1.3690
H 0.7613 -1.8328 1.2300 -0.7673 0.7571 -0.8523
H 1.4346 0.5299 1.1487 -0.1128 -0.2559 -0.8433
H 2.0518 0.0886 -0.4370 -0.2448 -0.2833 -0.2899
H -0.1789 1.9879 0.4157 0.2411 -1.3419 -2.1505
H 0.6042 1.7156 -1.2961 -1.1485 -0.0352 0.5633
H -0.7936 -0.5688 -1.5116 -0.4304 2.3443 0.9335
H -0.8266 0.3390 1.3273 -0.4689 0.5652 1.2306
```
Positions in Å, forces in eV/Å.

ΔE to the lowest compared entry with this formula, charge and spin, eV: 3.161
Gap between HOMO and LUMO, eV: 9.75
Energy, eV: -18847.478
Molecular weight, g mol⁻¹: 118.2


Copy entry 1 word for word.
The following is a DFT calculation (ωB97M-V/def2-TZVPD) of 2 unconnected molecules or ions with the total composition C5H7FO2 in a non-equilibrium geometry.

```
15
Properties=species:S:1:pos:R:3:forces:R:3
C -2.7106 -0.4698 0.1288 0.7645 -1.0792 2.5647
C -1.6712 -0.0622 -0.5637 0.5337 1.6446 -0.3571
C 1.6032 -0.2129 0.8829 1.6227 1.5070 3.3465
C 1.8342 0.0342 -0.6212 3.5188 -0.7479 -1.4507
C -0.2590 -0.0413 -0.1856 -1.6177 1.7338 -0.0535
O 0.1992 -0.3996 0.9893 -0.6409 0.0403 -1.2905
O 0.5606 -0.1423 -1.2248 -0.1200 -0.4423 1.4985
F -0.1711 1.9324 0.0573 0.0299 -2.0651 -0.2965
H -3.6926 -0.3667 -0.2490 -0.8173 0.2235 -0.2867
H -2.6146 -0.9008 1.1949 -0.0283 0.4622 -2.0080
H -1.7238 0.6390 -1.4081 -0.5465 -0.8951 -0.1084
H 2.0306 -1.1320 1.4706 -0.2061 1.7391 -1.7157
H 1.8368 0.7939 1.5202 -0.3527 -2.4819 -1.5893
H 2.1500 1.0803 -0.9390 -0.1963 -1.3438 1.0265
H 2.6283 -0.7521 -1.0528 -1.9437 1.7048 0.7202
```
Positions in Å, forces in eV/Å.

ΔE to the lowest compared entry with this formula, charge and spin, eV: 2.137
Gap between HOMO and LUMO, eV: 10.53
Energy, eV: -12107.841
Molecular weight, g mol⁻¹: 118.1


Q: gap between HOMO and LUMO of number 3 (C5H7FOS)?
A: 8.56 eV


Repeat the first record exactly.
The following is a DFT calculation (ωB97M-V/def2-TZVPD) of 2 unconnected molecules or ions with the total composition C5H7FO2 in a non-equilibrium geometry.

```
15
Properties=species:S:1:pos:R:3:forces:R:3
C -2.7106 -0.4698 0.1288 0.7645 -1.0792 2.5647
C -1.6712 -0.0622 -0.5637 0.5337 1.6446 -0.3571
C 1.6032 -0.2129 0.8829 1.6227 1.5070 3.3465
C 1.8342 0.0342 -0.6212 3.5188 -0.7479 -1.4507
C -0.2590 -0.0413 -0.1856 -1.6177 1.7338 -0.0535
O 0.1992 -0.3996 0.9893 -0.6409 0.0403 -1.2905
O 0.5606 -0.1423 -1.2248 -0.1200 -0.4423 1.4985
F -0.1711 1.9324 0.0573 0.0299 -2.0651 -0.2965
H -3.6926 -0.3667 -0.2490 -0.8173 0.2235 -0.2867
H -2.6146 -0.9008 1.1949 -0.0283 0.4622 -2.0080
H -1.7238 0.6390 -1.4081 -0.5465 -0.8951 -0.1084
H 2.0306 -1.1320 1.4706 -0.2061 1.7391 -1.7157
H 1.8368 0.7939 1.5202 -0.3527 -2.4819 -1.5893
H 2.1500 1.0803 -0.9390 -0.1963 -1.3438 1.0265
H 2.6283 -0.7521 -1.0528 -1.9437 1.7048 0.7202
```
Positions in Å, forces in eV/Å.

ΔE to the lowest compared entry with this formula, charge and spin, eV: 2.137
Gap between HOMO and LUMO, eV: 10.53
Energy, eV: -12107.841
Molecular weight, g mol⁻¹: 118.1